Below is a single ClI2PS molecule at a distorted geometry, with properties calculated with wB97M-V/def2-TZVPD.

```
5
Properties=species:S:1:pos:R:3:forces:R:3:nbo_charge:R:1
P 0.63939 -0.59378 -1.24088 -0.354 1.053 0.976 0.401
S -1.82297 1.95578 1.15459 0.316 0.155 0.111 -0.523
Cl 1.11883 -1.91723 0.24632 -0.179 0.126 -0.223 -0.263
I 1.80844 1.41561 -0.42466 -0.494 -0.643 -0.308 -0.021
I -1.92636 0.31602 -0.39971 0.711 -0.690 -0.557 0.405
```
Forces are in eV/Å.

Properties
Energy relative to the best compared isomer or geometry (same formula, charge and spin) = 1.289 eV
Calculated total energy = -48847.29209 eV